Entry 1:
{"formula": "C19H64O23P4", "method": "wB97M-V/def2-TZVPD", "de_lowest_kcal_mol": 0.0, "e_lumo_ha": 0.0086, "homo_energy_ha": -0.3417, "energy_ha": -3858.5068, "smiles": "COP(=O)(OC)OC.COP(=O)(OC)OC.COP(=O)(OC)OC.COP(=O)(OC)OC.CO.CO.CO.CO.CO.CO.CO", "species": ["C", "O", "P", "O", "O", "C", "O", "C", "H", "H", "H", "H", "H", "H", "H", "H", "H", "C", "O", "P", "O", "O", "C", "O", "C", "H", "H", "H", "H", "H", "H", "H", "H", "H", "C", "O", "P", "O", "O", "C", "O", "C", "H", "H", "H", "H", "H", "H", "H", "H", "H", "C", "O", "P", "O", "O", "C", "O", "C", "H", "H", "H", "H", "H", "H", "H", "H", "H", "C", "O", "H", "H", "H", "H", "C", "O", "H", "H", "H", "H", "C", "O", "H", "H", "H", "H", "C", "O", "H", "H", "H", "H", "C", "O", "H", "H", "H", "H", "C", "O", "H", "H", "H", "H", "C", "O", "H", "H", "H", "H"], "positions_angstrom": [[-28.29314, -3.95279, -0.12733], [-27.05737, -4.44952, 0.34322], [-26.50388, -4.02329, 1.79280], [-27.40834, -4.28610, 2.91743], [-26.08039, -2.50622, 1.61718], [-25.27584, -2.13528, 0.49031], [-25.10229, -4.76582, 1.82284], [-24.97271, -6.15629, 1.68198], [-28.97636, -3.66064, 0.67588], [-28.80424, -4.75497, -0.66453], [-28.16626, -3.10974, -0.80905], [-24.99362, -2.98049, -0.13424], [-24.32069, -1.74578, 0.86070], [-25.76720, -1.29468, 0.00628], [-24.55280, -6.62830, 2.57639], [-24.30924, -6.49912, 0.89067], [-25.93078, -6.66872, 1.57084], [-23.80848, -7.29790, -3.42038], [-23.56570, -6.03085, -2.81183], [-23.76238, -4.72318, -3.70605], [-23.19052, -4.81648, -5.05062], [-23.21170, -3.56156, -2.76166], [-23.39442, -2.22199, -3.22867], [-25.32834, -4.48626, -3.70239], [-26.10065, -4.39751, -2.50113], [-22.94678, -7.95737, -3.33742], [-24.11102, -7.24378, -4.46619], [-24.63270, -7.78343, -2.89164], [-24.03887, -1.71113, -2.50973], [-23.99477, -2.15897, -4.14320], [-22.44101, -1.73029, -3.40305], [-26.94872, -5.07778, -2.56097], [-26.48093, -3.37385, -2.43220], [-25.49028, -4.58812, -1.61698], [-31.85482, -4.96203, -1.27308], [-31.72321, -4.71678, -2.68484], [-30.76369, -5.65127, -3.53084], [-29.37118, -5.67426, -3.03767], [-31.51404, -7.05923, -3.67068], [-31.36305, -8.08620, -2.66910], [-30.87317, -5.01020, -4.97576], [-32.15509, -4.82642, -5.57985], [-32.88860, -5.01747, -0.93845], [-31.44537, -4.07474, -0.78276], [-31.28725, -5.83059, -0.94820], [-31.07542, -8.97665, -3.22444], [-32.32966, -8.23220, -2.18528], [-30.62971, -7.89868, -1.88602], [-32.16104, -5.32981, -6.54582], [-32.30213, -3.76642, -5.79229], [-33.00181, -5.16307, -4.98524], [-24.35166, -2.19822, -7.25192], [-25.15260, -1.35170, -6.43345], [-26.73942, -1.36997, -6.60124], [-27.23412, -1.36570, -7.99044], [-27.20610, -2.56448, -5.67671], [-28.53725, -3.08141, -5.72316], [-27.20520, -0.08942, -5.76587], [-26.94560, 1.19601, -6.35330], [-23.36371, -1.74708, -7.32173], [-24.75168, -2.27135, -8.26714], [-24.27150, -3.22239, -6.88302], [-28.98713, -2.90028, -4.74492], [-28.49797, -4.15511, -5.87446], [-29.14722, -2.56383, -6.46254], [-27.83545, 1.49652, -6.90696], [-26.09098, 1.22506, -7.02798], [-26.77544, 1.88116, -5.52471], [-26.26626, 0.10448, -2.93936], [-26.77485, -1.16164, -2.53383], [-26.81714, 0.92768, -2.47856], [-25.20502, 0.11030, -2.69286], [-26.31717, 0.19952, -4.03050], [-27.65039, -1.28648, -2.90924], [-18.68296, -0.34004, -2.74227], [-20.04239, -0.25960, -3.13147], [-18.17931, -0.95548, -3.48620], [-18.17222, 0.62694, -2.80512], [-18.56108, -0.74993, -1.73864], [-20.48781, 0.45225, -2.66572], [-23.18276, 1.47123, -4.96318], [-23.24358, 1.53008, -6.38170], [-22.12923, 1.65082, -4.71644], [-23.72757, 2.23280, -4.41394], [-23.45263, 0.44838, -4.69183], [-22.65792, 0.92195, -6.83088], [-22.08177, -5.75307, -7.96787], [-21.33493, -5.85684, -6.78605], [-21.42328, -5.96113, -8.81182], [-22.92476, -6.44430, -8.03438], [-22.42897, -4.72475, -8.11274], [-21.89065, -5.56101, -6.03695], [-27.49151, -7.50400, -0.48020], [-28.14344, -7.79865, -1.70716], [-26.72221, -6.74134, -0.63457], [-28.20734, -7.06106, 0.22081], [-27.02986, -8.39969, -0.07300], [-28.52604, -6.97920, -2.06722], [-27.08567, -8.52431, -4.66481], [-26.68821, -9.31909, -3.56466], [-28.16400, -8.62406, -4.86493], [-26.95614, -7.45612, -4.45275], [-26.58273, -8.82133, -5.58119], [-27.22284, -8.98942, -2.81792], [-21.43192, -4.82250, -0.37717], [-22.16843, -5.14500, 0.79523], [-20.36745, -4.82762, -0.13780], [-21.62525, -5.51216, -1.19974], [-21.72528, -3.84062, -0.73344], [-21.80245, -5.94553, 1.17916]], "lowdin_charge": [-0.10, -0.26, 0.38, -0.22, -0.19, -0.08, -0.19, -0.12, 0.10, 0.06, 0.09, 0.07, 0.10, 0.08, 0.10, 0.08, 0.07, -0.08, -0.22, 0.41, -0.21, -0.21, -0.07, -0.20, -0.07, 0.10, 0.09, 0.08, 0.07, 0.08, 0.09, 0.07, 0.07, 0.08, -0.07, -0.20, 0.40, -0.23, -0.20, -0.07, -0.21, -0.08, 0.10, 0.09, 0.08, 0.10, 0.09, 0.07, 0.10, 0.09, 0.09, -0.09, -0.22, 0.37, -0.23, -0.21, -0.08, -0.26, -0.08, 0.09, 0.09, 0.07, 0.08, 0.09, 0.09, 0.09, 0.09, 0.09, -0.13, -0.14, 0.09, 0.07, 0.05, 0.08, -0.16, -0.13, 0.08, 0.08, 0.08, 0.07, -0.14, -0.13, 0.07, 0.08, 0.06, 0.07, -0.19, -0.14, 0.07, 0.07, 0.06, 0.02, -0.13, -0.16, 0.06, 0.09, 0.09, 0.02, -0.17, -0.14, 0.07, 0.07, 0.08, 0.04, -0.14, -0.12, 0.08, 0.06, 0.07, 0.08]}

Entry 2:
{"formula": "C19H66O14", "method": "wB97M-V/def2-TZVPD", "de_lowest_kcal_mol": 59.8, "e_lumo_ha": 0.0072, "homo_energy_ha": -0.3497, "energy_ha": -1816.5684, "species": ["C", "C", "O", "H", "H", "H", "H", "H", "H", "C", "C", "O", "H", "H", "H", "H", "H", "H", "C", "C", "O", "H", "H", "H", "H", "H", "H", "C", "C", "O", "H", "H", "H", "H", "H", "H", "C", "C", "O", "H", "H", "H", "H", "H", "H", "C", "O", "H", "H", "H", "H", "C", "O", "H", "H", "H", "H", "C", "O", "H", "H", "H", "H", "C", "O", "H", "H", "H", "H", "C", "O", "H", "H", "H", "H", "C", "O", "H", "H", "H", "H", "C", "O", "H", "H", "H", "H", "C", "O", "H", "H", "H", "H", "C", "O", "H", "H", "H", "H"], "positions_angstrom": [[17.32546, 8.24344, -12.45019], [16.19926, 8.77905, -13.26320], [16.34181, 8.28908, -14.61309], [17.05007, 8.45665, -11.43476], [18.28377, 8.71135, -12.58213], [17.34422, 7.11970, -12.61132], [16.19944, 9.92315, -13.25675], [15.21120, 8.41501, -13.01566], [15.59873, 8.54744, -15.12005], [17.75295, 8.08648, -7.15860], [17.77882, 8.95517, -8.40949], [16.51275, 9.35118, -8.91667], [17.46304, 8.67670, -6.23569], [18.67329, 7.57924, -6.90327], [17.00462, 7.34295, -7.40131], [18.30792, 8.53279, -9.29351], [18.39504, 9.85917, -8.17973], [16.53527, 10.10099, -9.55553], [16.06654, 9.61819, -17.82655], [15.35287, 10.85512, -17.28786], [15.49724, 11.00966, -15.88088], [15.73605, 8.77076, -17.24359], [17.10000, 9.78453, -17.65045], [15.82655, 9.46847, -18.88897], [14.27133, 10.64441, -17.46973], [15.61166, 11.80154, -17.78147], [14.98895, 11.78943, -15.63850], [12.83412, 6.78763, -14.15994], [13.41932, 6.63901, -15.58320], [13.91770, 7.91155, -15.95864], [13.57525, 6.95975, -13.32261], [12.21289, 5.92655, -13.94730], [12.16945, 7.67163, -14.11339], [12.66847, 6.42183, -16.28119], [14.21312, 5.87376, -15.59165], [13.93172, 7.87869, -16.94829], [15.65335, 13.95491, -13.78739], [14.65215, 13.02964, -13.12718], [15.01109, 12.62071, -11.83613], [16.59394, 13.38603, -13.98761], [15.77486, 14.80809, -13.17000], [15.25251, 14.35614, -14.69077], [14.47772, 12.16625, -13.78850], [13.59103, 13.40324, -13.19187], [14.39816, 11.91260, -11.53195], [13.90069, 10.01119, -10.81555], [13.11130, 10.86520, -10.04496], [14.03376, 9.04788, -10.34802], [14.95969, 10.27375, -10.82618], [13.56889, 9.90209, -11.87594], [12.17905, 10.55022, -10.02914], [19.27853, 6.66507, -15.89509], [18.23045, 6.25537, -15.06740], [19.05821, 6.87727, -16.93704], [19.97693, 5.81895, -15.90401], [19.82194, 7.37833, -15.38043], [17.49047, 6.88009, -15.16591], [15.06662, 6.17149, -10.10891], [15.98228, 5.07684, -10.03437], [15.49537, 7.10540, -9.71527], [14.21114, 5.97842, -9.56435], [14.85370, 6.34085, -11.21993], [16.85484, 5.44054, -10.38019], [12.00808, 10.47963, -15.69050], [12.93188, 10.27522, -14.65164], [12.40154, 10.69097, -16.68219], [11.44098, 11.39619, -15.54869], [11.21734, 9.70771, -15.67581], [13.77586, 10.02134, -15.04102], [18.98544, 10.55172, -14.92588], [18.05089, 11.56317, -15.16844], [18.60098, 9.59925, -14.58521], [19.82097, 10.85610, -14.28697], [19.44667, 10.27297, -15.84392], [17.17766, 11.16695, -15.36932], [18.11702, 11.76592, -11.78562], [17.41791, 11.38678, -10.63212], [17.36355, 12.11918, -12.50668], [18.55708, 10.82284, -12.12126], [18.83746, 12.57555, -11.54120], [16.91171, 12.13245, -10.41952], [19.32629, 5.56591, -9.38654], [19.00260, 5.61896, -10.82563], [20.31625, 5.95415, -9.35617], [19.19364, 4.55094, -9.04867], [18.56703, 6.12512, -8.74973], [19.75373, 6.12659, -11.21954], [15.61436, 4.30584, -13.93877], [15.91504, 3.25324, -13.03915], [14.48024, 4.29801, -14.15267], [16.18502, 4.29274, -14.82052], [15.68084, 5.43632, -13.61629], [15.36669, 3.39795, -12.26752], [20.95272, 7.14567, -12.90557], [21.15814, 7.34762, -11.56510], [19.92784, 7.00781, -13.00369], [21.49209, 6.21956, -13.24363], [21.36714, 7.96773, -13.44008], [20.82545, 8.21198, -11.37977]], "lowdin_charge": [-0.07, -0.26, -0.11, 0.06, 0.05, 0.10, 0.13, 0.09, 0.00, -0.09, -0.33, -0.12, 0.10, 0.06, 0.06, 0.10, 0.11, 0.04, -0.04, -0.26, -0.11, 0.05, 0.07, 0.10, 0.10, 0.13, 0.08, -0.06, -0.26, -0.13, 0.07, 0.07, 0.07, 0.10, 0.10, 0.11, -0.07, -0.34, -0.07, 0.07, 0.07, 0.07, 0.07, 0.13, 0.05, -0.19, -0.09, 0.07, 0.06, 0.09, 0.11, -0.17, -0.13, 0.08, 0.09, 0.03, 0.04, -0.15, -0.14, 0.06, 0.05, 0.08, 0.07, -0.16, -0.13, 0.06, 0.07, 0.09, 0.03, -0.18, -0.12, 0.05, 0.09, 0.06, 0.03, -0.12, -0.13, 0.06, 0.06, 0.10, 0.05, -0.09, -0.16, 0.07, 0.07, 0.07, 0.03, -0.18, -0.09, 0.08, 0.05, 0.09, 0.06, -0.17, -0.10, 0.03, 0.12, 0.08, 0.08]}

Entry 3:
{"formula": "C19H9AuN5O4Se", "method": "wB97M-V/def2-TZVPD", "de_lowest_kcal_mol": 0.0, "e_lumo_ha": [-0.1447, -0.2437], "s2": 2.010, "homo_energy_ha": [-0.4393, -0.4397], "total_charge": 1, "energy_ha": -3841.0440, "spin_multiplicity": 3, "species": ["Au", "O", "C", "O", "C", "C", "C", "C", "C", "N", "C", "O", "O", "H", "H", "H", "Se", "N", "C", "C", "C", "C", "C", "N", "C", "C", "N", "C", "C", "C", "C", "C", "N", "H", "H", "H", "H", "H", "H"], "positions_angstrom": [[-1.15206, 0.06851, 0.49574], [-1.39787, 3.52778, 3.32433], [-1.53089, 2.46839, 2.56557], [-1.38943, 2.60612, 1.36808], [-1.84568, 1.17497, 3.25652], [-2.23776, 1.10231, 4.57257], [-2.55036, -0.15190, 5.09676], [-2.47608, -1.26639, 4.28577], [-2.07513, -1.11520, 2.96194], [-1.75566, 0.08498, 2.48270], [-2.02033, -2.30409, 2.00287], [-2.24368, -3.40755, 2.42676], [-1.74468, -1.99487, 0.76101], [-2.31427, 1.99719, 5.17531], [-2.85871, -0.24115, 6.12959], [-2.72177, -2.26148, 4.63067], [3.91063, -0.21161, -5.51818], [2.14814, -0.19579, -5.33919], [1.89981, -0.12001, -4.06069], [0.55271, -0.11987, -3.50465], [-0.57725, -0.23213, -4.31270], [-1.82486, -0.24867, -3.73277], [-1.91577, -0.14763, -2.35544], [-0.83836, -0.02179, -1.57828], [0.39717, -0.01373, -2.12305], [1.56908, 0.09594, -1.23292], [1.34255, 0.20105, 0.08319], [2.36783, 0.27883, 0.91347], [3.69170, 0.25973, 0.48046], [3.93882, 0.16331, -0.86879], [2.86399, 0.07944, -1.75320], [3.04490, -0.02545, -3.19419], [4.21068, -0.02623, -3.78183], [-0.44696, -0.31268, -5.38402], [-2.72490, -0.34482, -4.32232], [-2.87357, -0.17455, -1.85532], [2.13447, 0.35934, 1.96869], [4.49686, 0.32196, 1.19854], [4.94667, 0.14772, -1.26296]], "lowdin_spin": [0.53, 0.82, 0.05, 0.13, 0.02, 0.01, 0.00, 0.00, 0.00, 0.06, 0.01, 0.03, 0.24, 0.00, 0.00, 0.00, 0.00, 0.00, 0.00, 0.00, 0.00, 0.00, 0.01, 0.05, 0.01, 0.00, 0.02, 0.00, 0.00, 0.00, 0.00, 0.00, 0.00, 0.00, 0.00, 0.00, 0.00, 0.00, 0.00]}

Entry 4:
{"formula": "C19H9F6MoN9O9S3Sb", "method": "wB97M-V/def2-TZVPD", "e_lumo_ha": [0.1066, 0.1047], "s2": 1.066, "homo_energy_ha": [-0.0506, -0.0515], "total_charge": -2, "energy_ha": -4001.3730, "spin_multiplicity": 2, "species": ["Mo", "S", "Sb", "S", "S", "C", "N", "C", "C", "O", "N", "C", "N", "H", "H", "H", "H", "H", "H", "H", "F", "O", "N", "O", "C", "C", "C", "C", "O", "C", "C", "N", "O", "O", "N", "O", "O", "H", "H", "O", "N", "C", "C", "N", "C", "N", "F", "C", "C", "C", "F", "C", "F", "C", "F", "C", "F"], "positions_angstrom": [[0.32624, -0.42934, -0.70829], [-1.84314, -5.12557, -0.09795], [-2.42020, -3.45710, 1.31350], [-1.94336, -1.08378, 0.15372], [-0.37970, -1.77396, 1.28484], [-2.38360, 3.25431, 4.38772], [-2.29861, 2.93252, 2.98990], [-3.09541, 3.62343, 2.01157], [-2.78335, 2.79250, 0.72737], [-3.20334, 3.06827, -0.37052], [-2.00261, 1.75236, 1.09606], [-1.75361, 1.83840, 2.38336], [-1.07556, 0.90103, 3.04981], [-2.33991, 4.34003, 4.50259], [-1.54993, 2.82478, 4.94236], [-3.32363, 2.89908, 4.83188], [-2.79414, 4.66750, 1.89208], [-4.16678, 3.56992, 2.24073], [-0.57857, 0.21800, 2.48156], [-0.67174, 1.11858, 3.94447], [0.58684, 0.91342, 0.47217], [8.06671, -0.00146, 0.98141], [7.35136, 0.44558, 0.08832], [7.80165, 1.08658, -0.85510], [5.95782, 0.20563, 0.15107], [5.43135, -0.44764, 1.26102], [4.07080, -0.73519, 1.31228], [3.22465, -0.49447, 0.17791], [2.08576, -1.04443, 0.11025], [3.76351, 0.33887, -0.86217], [5.12961, 0.65298, -0.87793], [2.96659, 0.81298, -1.87002], [3.41150, 1.57281, -2.74430], [1.68975, 0.50956, -1.93133], [3.52029, -1.23547, 2.50518], [4.29033, -1.49001, 3.43788], [2.29652, -1.33642, 2.62248], [6.06067, -0.73234, 2.08985], [5.53397, 1.19759, -1.71597], [0.19148, -1.73552, -1.80322], [0.17796, -2.63930, -2.71962], [1.34987, -2.87412, -3.31860], [2.54593, -2.26802, -2.91033], [3.54298, -1.81466, -2.54308], [1.45212, -3.73541, -4.41142], [1.63247, -4.41302, -5.32715], [0.21402, 2.74424, -1.15272], [-0.71218, 2.19888, -1.96074], [-0.93050, 0.82427, -1.92568], [-1.86601, 0.37865, -2.85525], [-2.12414, -0.94681, -2.92637], [-2.55405, 1.21021, -3.72747], [-3.44307, 0.70922, -4.61072], [-2.31511, 2.57665, -3.69710], [-2.96308, 3.39658, -4.54739], [-1.37920, 3.07517, -2.80466], [-1.11746, 4.39479, -2.78441]], "lowdin_spin": [0.05, -0.02, -0.05, -0.02, 0.00, 0.00, 0.00, 0.00, 0.00, 0.00, 0.00, 0.00, 0.00, 0.00, 0.00, 0.00, 0.00, 0.00, 0.00, 0.00, 0.00, 0.01, 0.00, -0.01, 0.02, 0.10, 0.02, 0.01, 0.00, -0.01, 0.15, 0.26, 0.30, 0.07, 0.01, 0.00, 0.02, 0.01, 0.01, 0.00, 0.02, 0.02, 0.01, 0.01, 0.00, 0.01, 0.00, 0.00, 0.00, 0.00, 0.00, 0.00, 0.00, 0.00, 0.00, 0.00, 0.00]}

Record-wise F_max values, in eV/Å: 2.345 4.066 0.549 8.501